1.
A molecular structure, C26H40BrNOP2V in a non-equilibrium geometry. Source: the OMol25 dataset; level of theory: the ωB97M-V functional and the def2-TZVPD basis.

Computed properties:
E_HOMO (alpha / beta) = -14.49 / -14.44 eV
charge = +2
2S+1 = 4

Element x y z (Å)
N (-4.930, -0.720, 3.977)
C (-3.837, -0.147, 4.486)
C (-2.876, 0.469, 3.683)
C (-3.079, 0.504, 2.287)
C (-4.220, -0.142, 1.753)
C (-5.119, -0.732, 2.657)
C (-2.148, 1.235, 1.455)
V (-0.166, 0.266, 0.366)
P (1.969, 0.652, -0.515)
C (-2.158, 1.123, 0.028)
C (-1.608, 2.194, -0.813)
C (-1.834, 2.132, -2.216)
C (-1.127, 2.977, -3.056)
C (-0.159, 3.808, -2.469)
C (-0.135, 4.090, -1.105)
C (-0.867, 3.260, -0.250)
Br (1.324, 4.399, -3.554)
H (-1.636, 2.074, 1.947)
H (-2.749, 0.345, -0.477)
H (-1.996, 0.924, 4.134)
H (-4.438, -0.160, 0.683)
H (-3.710, -0.163, 5.570)
H (-6.020, -1.220, 2.274)
H (-2.535, 1.387, -2.609)
H (-0.852, 3.431, 0.827)
H (-1.258, 2.958, -4.135)
H (0.475, 4.902, -0.723)
P (-0.416, -2.106, 0.431)
C (2.523, 2.186, 0.310)
C (3.329, 3.134, -0.569)
H (3.095, 1.889, 1.203)
H (1.631, 2.715, 0.687)
H (3.685, 3.972, 0.043)
H (4.212, 2.658, -1.011)
H (2.721, 3.563, -1.376)
C (1.634, 0.957, -2.286)
C (2.802, 0.958, -3.274)
H (1.128, 1.928, -2.331)
H (0.882, 0.220, -2.613)
H (2.407, 1.219, -4.266)
H (3.564, 1.708, -3.023)
H (3.273, -0.030, -3.354)
C (3.280, -0.600, -0.422)
C (4.707, -0.100, -0.598)
H (3.051, -1.366, -1.180)
H (3.173, -1.090, 0.555)
H (5.388, -0.955, -0.505)
H (4.879, 0.343, -1.585)
H (4.984, 0.631, 0.170)
C (0.527, -3.447, 1.259)
C (2.032, -3.452, 1.061)
H (0.103, -4.396, 0.894)
H (0.296, -3.379, 2.331)
H (2.440, -4.405, 1.416)
H (2.325, -3.342, 0.013)
H (2.517, -2.662, 1.641)
C (-0.245, -2.578, -1.344)
C (-1.204, -1.836, -2.266)
H (-0.438, -3.662, -1.378)
H (0.805, -2.413, -1.635)
H (-1.071, -2.205, -3.291)
H (-2.253, -2.005, -1.990)
H (-1.033, -0.749, -2.284)
C (-2.112, -2.742, 0.767)
C (-2.388, -3.104, 2.220)
H (-2.241, -3.631, 0.130)
H (-2.828, -1.985, 0.415)
H (-3.443, -3.372, 2.335)
H (-1.795, -3.963, 2.552)
H (-2.190, -2.268, 2.900)
O (1.282, -0.144, 3.018)
C (0.670, 0.059, 2.026)



2.
A single C4H5NO2 molecule in a non-equilibrium geometry. Source: the OMol25 dataset; level of theory: the ωB97M-V functional and the def2-TZVPD basis.

Computed properties:
E_HOMO = -9.47 eV
SMILES = O=CC(=O)N1CC1
charge = 0

Element x y z (Å)
O (2.789, 0.960, -0.192)
C (2.083, 0.010, -0.387)
C (0.934, -0.389, 0.577)
O (1.453, -0.883, 1.517)
N (-0.474, -0.445, 0.420)
C (-1.365, -0.228, -0.699)
C (-1.467, 0.623, 0.504)
H (2.408, -0.863, -0.990)
H (-1.940, -1.159, -0.816)
H (-1.078, 0.240, -1.630)
H (-1.026, 1.622, 0.513)
H (-2.317, 0.512, 1.183)



3.
12 unconnected molecules or ions with the total composition H24O12 in a non-equilibrium geometry. Source: the OMol25 dataset; level of theory: the ωB97M-V functional and the def2-TZVPD basis.

Computed properties:
E_HOMO = -10.56 eV
SMILES = O.O.O.O.O.O.O.O.O.O.O.O
charge = 0

Element x y z (Å)
H (0.018, 0.092, -0.136)
H (0.437, -1.004, 0.879)
H (-1.364, -5.111, 2.548)
H (-2.134, -4.037, 1.875)
H (2.120, 0.126, -3.799)
H (1.532, 0.340, -2.453)
H (-2.350, 2.359, -2.748)
H (-3.058, 0.955, -2.464)
H (2.748, -0.773, 1.535)
H (2.971, -1.947, 0.594)
H (1.220, 1.888, -2.975)
H (1.219, 3.283, -2.642)
H (-3.594, -2.507, -1.573)
H (-3.276, -1.174, -1.338)
H (1.403, 3.637, -0.410)
H (2.927, 3.626, 0.039)
H (-0.172, -0.214, 2.531)
H (-0.750, -0.110, 3.964)
H (4.210, -4.137, 2.808)
H (3.132, -3.348, 3.303)
H (-1.524, 3.905, 0.271)
H (-0.190, 4.077, -0.517)
H (-3.587, 1.457, 0.008)
H (-4.644, 2.322, -0.447)
O (-0.242, -0.721, 0.233)
O (-2.180, -5.019, 2.048)
O (2.335, 0.011, -2.811)
O (-2.419, 1.682, -2.099)
O (3.316, -1.134, 0.831)
O (1.863, 2.596, -2.631)
O (-3.010, -2.064, -1.032)
O (2.287, 3.342, -0.662)
O (-0.212, -0.613, 3.417)
O (3.307, -4.276, 3.247)
O (-0.640, 4.144, 0.339)
O (-4.067, 1.587, -0.738)



4.
A single C3H6S3 molecule in a non-equilibrium geometry. Source: the OMol25 dataset; level of theory: the ωB97M-V functional and the def2-TZVPD basis.

Computed properties:
E_HOMO = -8.67 eV
SMILES = S=CSCCS
charge = 0

Element x y z (Å)
C (-1.663, -0.114, -0.542)
C (-0.832, 0.655, 0.437)
C (1.690, -0.299, 0.320)
H (-4.098, 0.377, -0.692)
H (-1.938, 0.566, -1.391)
H (-1.176, -1.018, -0.917)
H (-0.695, 0.145, 1.452)
H (-1.437, 1.602, 0.592)
H (1.125, -1.036, 0.929)
S (-3.363, -0.531, 0.111)
S (0.881, 1.024, -0.097)
S (3.299, -0.622, -0.093)



5.
2 unconnected molecules or ions with the total composition C5H14 in a non-equilibrium geometry. Source: the OMol25 dataset; level of theory: the ωB97M-V functional and the def2-TZVPD basis.

Computed properties:
E_HOMO = -11.05 eV
SMILES = CCC.CC
charge = 0

Element x y z (Å)
C (0.110, 1.299, -1.789)
C (0.713, -0.055, -2.201)
C (0.600, 1.768, -0.449)
H (0.269, 2.064, -2.549)
H (-0.980, 1.175, -1.732)
H (0.625, -0.725, -1.351)
H (1.795, 0.037, -2.353)
H (0.461, 2.813, -0.175)
H (0.363, 1.170, 0.428)
H (0.390, -0.468, -3.149)
H (1.702, 1.669, -0.488)
C (-0.845, -0.890, 1.395)
C (-0.667, -1.834, 2.533)
H (-1.616, -0.135, 1.575)
H (0.003, -0.228, 1.258)
H (-0.982, -1.367, 0.425)
H (-0.100, -2.739, 2.314)
H (-1.622, -2.215, 2.904)
H (-0.220, -1.338, 3.404)



6.
A molecular structure, C2H4F2NOPS in a non-equilibrium geometry. Source: the OMol25 dataset; level of theory: the ωB97M-V functional and the def2-TZVPD basis.

Computed properties:
E_HOMO = -9.28 eV
charge = 0

Element x y z (Å)
C (1.203, 0.134, 0.021)
C (-0.236, 0.478, 0.187)
N (1.739, -0.769, -0.684)
O (2.100, 0.998, 0.521)
F (4.199, 1.892, 0.624)
F (3.892, 0.813, -1.443)
P (3.596, 0.500, 0.110)
S (4.430, -0.892, 1.101)
H (-0.761, -0.429, -0.115)
H (-0.300, 0.978, 1.238)
H (-0.608, 1.211, -0.442)
H (1.327, -1.539, -1.155)



7.
7 unconnected molecules or ions with the total composition C14H42O7 in a non-equilibrium geometry. Source: the OMol25 dataset; level of theory: the ωB97M-V functional and the def2-TZVPD basis.

Computed properties:
E_HOMO = -9.45 eV
SMILES = CCO.CCO.CCO.CCO.CCO.CCO.CCO
charge = 0

Element x y z (Å)
C (-1.227, 4.104, 0.740)
C (-0.216, 4.187, -0.359)
O (-0.569, 5.323, -1.133)
H (-2.140, 3.746, 0.264)
H (-1.333, 5.040, 1.289)
H (-0.931, 3.370, 1.490)
H (-0.278, 3.290, -0.975)
H (0.801, 4.282, 0.020)
H (-1.232, 4.965, -1.727)
C (-4.665, 0.124, 0.060)
C (-4.301, -0.445, -1.306)
O (-4.568, 0.546, -2.279)
H (-5.704, 0.452, 0.027)
H (-4.047, 0.951, 0.410)
H (-4.637, -0.676, 0.799)
H (-4.925, -1.279, -1.625)
H (-3.281, -0.817, -1.398)
H (-4.499, 0.173, -3.161)
C (4.493, 0.083, -1.926)
C (2.959, -0.214, -2.238)
O (2.231, 0.525, -1.325)
H (4.755, 0.008, -0.870)
H (4.751, 1.088, -2.260)
H (5.139, -0.590, -2.489)
H (2.770, -1.272, -2.059)
H (2.672, 0.037, -3.259)
H (1.852, -0.050, -0.656)
C (-0.071, 0.931, 4.715)
C (-1.251, 1.556, 5.509)
O (-1.612, 2.814, 4.965)
H (0.175, -0.040, 5.145)
H (0.850, 1.505, 4.814)
H (-0.282, 0.938, 3.645)
H (-0.897, 1.700, 6.530)
H (-2.137, 0.922, 5.518)
H (-1.086, 3.516, 5.356)
C (0.045, -0.923, -4.941)
C (-0.506, -1.063, -3.518)
O (-1.750, -1.755, -3.484)
H (0.162, -1.945, -5.304)
H (0.972, -0.351, -4.958)
H (-0.726, -0.423, -5.528)
H (-0.522, -0.074, -3.060)
H (0.208, -1.658, -2.948)
H (-2.391, -1.165, -3.885)
C (3.846, -3.566, 0.545)
C (2.665, -4.004, 1.376)
O (2.439, -2.949, 2.306)
H (3.663, -2.606, 0.062)
H (4.028, -4.322, -0.219)
H (4.707, -3.399, 1.192)
H (2.901, -4.916, 1.925)
H (1.751, -4.192, 0.813)
H (1.790, -3.244, 2.949)
C (-0.760, -0.168, 0.565)
C (0.019, -1.463, 0.776)
O (1.403, -1.162, 0.631)
H (-1.808, -0.326, 0.822)
H (-0.676, 0.130, -0.480)
H (-0.391, 0.682, 1.140)
H (-0.331, -2.187, 0.041)
H (-0.101, -1.887, 1.773)
H (1.804, -1.859, 1.156)



8.
3 unconnected molecules or ions with the total composition C39H34ClFO9S in a non-equilibrium geometry. Source: the OMol25 dataset; level of theory: the ωB97M-V functional and the def2-TZVPD basis.

Computed properties:
E_HOMO = -9.74 eV
SMILES = CCCCCCCC[C@H]1OC(=O)O[C@@]1(Cl)S(=O)(=O)F.O=C1c2ccccc2C(=O)c2ccccc21.O=C1c2ccccc2C(=O)c2ccccc21
charge = 0

Element x y z (Å)
C (-1.617, 3.961, -1.968)
C (-2.091, 4.184, -3.412)
C (-3.122, 3.152, -3.909)
C (-2.913, 1.782, -3.281)
C (-3.618, 0.629, -4.006)
C (-2.890, -0.718, -3.850)
C (-3.579, -1.700, -2.909)
C (-3.587, -1.309, -1.417)
C (-2.373, -0.545, -0.923)
O (-2.916, 0.413, 0.054)
C (-2.944, -0.211, 1.253)
O (-3.387, 0.200, 2.297)
O (-2.319, -1.484, 1.104)
C (-1.434, -1.243, 0.072)
Cl (-0.240, 0.028, 0.630)
S (-0.431, -2.582, -0.562)
O (-1.157, -3.786, -0.645)
O (0.127, -2.152, -1.785)
F (0.701, -2.667, 0.458)
H (-1.156, 4.868, -1.600)
H (-2.415, 3.674, -1.297)
H (-0.837, 3.210, -1.954)
H (-1.203, 4.172, -4.033)
H (-2.529, 5.173, -3.438)
H (-3.114, 3.078, -4.987)
H (-4.078, 3.519, -3.550)
H (-3.231, 1.772, -2.247)
H (-1.852, 1.546, -3.263)
H (-4.635, 0.495, -3.650)
H (-3.704, 0.854, -5.062)
H (-2.854, -1.199, -4.821)
H (-1.851, -0.601, -3.563)
H (-3.200, -2.701, -3.066)
H (-4.620, -1.745, -3.213)
H (-4.493, -0.776, -1.181)
H (-3.644, -2.233, -0.850)
H (-1.822, 0.053, -1.628)
C (-2.763, 5.311, 10.140)
C (-2.822, 4.080, 10.785)
C (-2.452, 2.927, 10.115)
C (-2.031, 2.997, 8.794)
C (-1.993, 4.231, 8.140)
C (-2.350, 5.387, 8.822)
C (-1.588, 4.325, 6.709)
O (-1.550, 5.397, 6.143)
C (-1.239, 3.067, 5.992)
C (-0.911, 3.124, 4.644)
C (-0.573, 1.967, 3.966)
C (-0.552, 0.747, 4.633)
C (-0.883, 0.683, 5.975)
C (-1.235, 1.839, 6.657)
C (-1.620, 1.748, 8.093)
O (-1.603, 0.685, 8.677)
H (-3.045, 6.212, 10.668)
H (-3.156, 4.022, 11.812)
H (-2.491, 1.969, 10.614)
H (-2.308, 6.341, 8.316)
H (-0.926, 4.074, 4.128)
H (-0.324, 2.012, 2.915)
H (-0.282, -0.156, 4.101)
H (-0.872, -0.264, 6.495)
C (3.533, -3.377, -1.024)
C (3.057, -2.298, -1.762)
C (3.499, -2.100, -3.059)
C (4.423, -2.970, -3.620)
C (4.917, -4.041, -2.871)
C (4.460, -4.245, -1.576)
C (5.943, -4.961, -3.435)
O (6.368, -5.894, -2.787)
C (6.439, -4.700, -4.816)
C (7.435, -5.512, -5.343)
C (7.898, -5.291, -6.628)
C (7.363, -4.263, -7.397)
C (6.374, -3.448, -6.875)
C (5.915, -3.657, -5.581)
C (4.873, -2.749, -5.023)
O (4.406, -1.852, -5.693)
H (3.183, -3.539, -0.014)
H (2.343, -1.614, -1.337)
H (3.128, -1.266, -3.639)
H (4.835, -5.081, -1.002)
H (7.846, -6.312, -4.744)
H (8.677, -5.922, -7.035)
H (7.722, -4.097, -8.404)
H (5.958, -2.645, -7.467)



9.
A molecular structure, C5H9FO2 in a non-equilibrium geometry. Source: the OMol25 dataset; level of theory: the ωB97M-V functional and the def2-TZVPD basis.

Computed properties:
E_HOMO = -8.74 eV
charge = 0

Element x y z (Å)
C (1.326, -1.894, -0.406)
C (0.950, -0.373, -0.313)
C (-0.605, -0.133, -0.321)
C (-1.316, 0.060, 0.956)
C (-1.029, 1.236, 0.184)
H (2.552, -2.081, -0.287)
H (0.607, -2.297, 0.344)
H (1.019, -2.178, -1.324)
H (1.459, 0.488, -1.050)
H (-1.725, -1.280, -1.375)
H (-2.208, -0.422, 1.094)
H (-0.556, -0.067, 1.728)
H (-1.758, 1.590, -0.657)
H (0.489, 1.352, 1.301)
O (-1.172, -0.404, -1.560)
O (0.088, 2.079, 0.402)
F (1.426, -0.209, 0.987)



10.
2 unconnected molecules or ions with the total composition C6H18N3 in a non-equilibrium geometry. Source: the OMol25 dataset; level of theory: the ωB97M-V functional and the def2-TZVPD basis.

Computed properties:
E_HOMO = -14.30 eV
charge = +1

Element x y z (Å)
C (1.333, -0.507, -0.313)
C (2.153, 0.080, 0.834)
C (2.020, -0.380, -1.675)
C (0.921, -1.950, -0.082)
H (0.441, 0.083, -0.499)
H (2.131, 1.163, 0.735)
H (3.082, -0.477, 0.909)
H (1.351, -0.370, -2.537)
H (2.515, 0.565, -1.726)
H (2.781, -1.140, -1.849)
H (0.064, -2.337, -0.631)
H (1.779, -2.606, -0.224)
H (0.606, -2.201, 0.942)
H (1.641, -0.138, 1.778)
C (-1.898, 1.790, -1.102)
C (-1.636, 0.248, 0.749)
N (-2.316, 0.671, -0.307)
N (-0.759, 1.019, 1.397)
N (-2.124, -0.742, 1.543)
H (-2.939, -0.008, -0.709)
H (-0.527, 1.969, 1.171)
H (-0.080, 0.552, 1.978)
H (-2.885, -1.339, 1.262)
H (-2.166, -0.469, 2.508)
H (-2.345, 1.764, -2.097)
H (-0.859, 2.025, -1.345)
H (-2.283, 2.735, -0.710)



11.
A single C4H7NO2 molecule in a non-equilibrium geometry. Source: the OMol25 dataset; level of theory: the ωB97M-V functional and the def2-TZVPD basis.

Computed properties:
E_HOMO (alpha / beta) = -9.58 / -9.58 eV
charge = 0

Element x y z (Å)
C (-1.503, -0.877, 0.024)
C (-0.599, 0.016, -0.753)
C (0.077, 1.169, -0.115)
N (1.183, 0.692, 0.670)
C (1.786, -0.621, 0.362)
O (2.900, -0.890, 0.777)
O (0.958, -1.346, -0.347)
H (-0.944, -1.204, 0.893)
H (-1.823, -1.755, -0.545)
H (-2.406, -0.349, 0.347)
H (-0.907, 0.257, -1.786)
H (-0.900, 1.532, 0.367)
H (0.315, 2.024, -0.776)
H (1.858, 1.405, 0.912)



12.
A single C8H12N2O molecule in a non-equilibrium geometry. Source: the OMol25 dataset; level of theory: the ωB97M-V functional and the def2-TZVPD basis.

Computed properties:
E_HOMO = -7.21 eV
charge = 0

Element x y z (Å)
C (-0.901, 1.872, -0.142)
C (-1.391, 0.485, 0.269)
C (-2.654, -1.251, -0.485)
C (1.570, 1.086, -0.210)
C (2.819, 0.493, -0.205)
C (2.740, -0.916, -0.079)
C (1.551, -1.534, 0.201)
C (0.385, -0.752, 0.302)
H (-0.971, 1.749, -1.353)
H (0.220, 2.235, 0.415)
H (-1.668, 2.451, 0.431)
H (-1.515, 0.017, -1.710)
H (-3.035, -1.215, 0.599)
H (-3.665, -1.205, -1.131)
H (-2.130, -2.294, -0.569)
H (1.559, 2.182, -0.636)
H (3.935, 0.809, -0.277)
H (3.584, -1.636, -0.238)
H (1.565, -2.747, 0.134)
H (-0.622, -1.225, 0.486)
N (-1.845, -0.168, -0.789)
N (0.326, 0.577, 0.017)
O (-1.417, 0.140, 1.418)



| no. | energy (hartree) |
| --- | --- |
| 1 | -5344.86030 |
| 2 | -360.55299 |
| 3 | -917.08955 |
| 4 | -1312.41915 |
| 5 | -198.87224 |
| 6 | -1147.97042 |
| 7 | -1085.17769 |
| 8 | -3141.96492 |
| 9 | -446.08595 |
| 10 | -403.43359 |
| 11 | -361.77725 |
| 12 | -496.43501 |